Computed, not measured: a 11-piece molecular cluster, C49H128N8O15 overall, with the ωB97M-V functional and the def2-TZVPD basis.

**Energy relative to the best compared isomer or geometry (same formula, charge and spin)**: 96.5 kJ/mol
**LUMO level**: 0.34 eV
**Largest force on an atom**: 0.0501 hartree/bohr
**SMILES**: COC[C@H](C)N.COC[C@H](C)N.COC[C@H](C)N.COC[C@H](C)N.COCCNCCOC.COCCNCCOC.COCCNCCOC.COCCNCCOC.CC(C)O.CC(C)O.CC(C)O

Positions of all 200 atoms, in Å:
C -15.092 -15.866 6.479
O -14.573 -14.870 5.629
C -14.845 -13.564 6.049
C -14.118 -12.566 5.143
C -12.623 -12.914 5.122
N -14.344 -11.221 5.719
H -16.111 -15.584 6.787
H -14.437 -16.050 7.336
H -15.245 -16.802 5.937
H -15.912 -13.298 5.945
H -14.614 -13.451 7.119
H -14.547 -12.693 4.144
H -12.286 -12.919 6.159
H -12.081 -12.174 4.525
H -12.480 -13.845 4.571
H -13.905 -11.263 6.635
H -13.793 -10.561 5.182
C -18.625 -1.498 6.887
O -17.495 -1.381 6.054
C -16.281 -1.630 6.763
C -15.188 -1.955 5.783
C -13.983 -2.536 6.522
N -14.686 -0.761 5.027
H -19.094 -2.481 6.795
H -19.385 -0.745 6.647
H -18.386 -1.217 7.920
H -15.985 -0.707 7.285
H -16.458 -2.415 7.500
H -15.571 -2.649 5.022
H -13.128 -2.625 5.850
H -14.237 -3.432 7.089
H -13.600 -1.767 7.207
H -14.128 -1.064 4.238
H -15.565 -0.382 4.662
C -16.599 -5.577 6.401
O -16.000 -6.432 5.465
C -16.587 -7.725 5.405
C -16.411 -8.206 3.985
C -17.400 -7.691 2.961
N -16.455 -9.658 3.926
H -16.576 -6.052 7.389
H -17.622 -5.260 6.134
H -16.061 -4.627 6.384
H -16.171 -8.373 6.174
H -17.670 -7.614 5.561
H -15.442 -7.903 3.578
H -18.422 -7.777 3.340
H -17.359 -8.258 2.036
H -17.292 -6.625 2.744
H -15.624 -10.134 4.247
H -17.153 -10.054 4.554
C -14.734 -4.505 1.879
O -14.434 -3.125 1.840
C -14.665 -2.473 0.618
C -13.298 -2.130 0.010
C -12.572 -1.085 0.840
N -13.324 -1.649 -1.378
H -14.244 -5.091 1.092
H -15.818 -4.632 1.773
H -14.392 -4.839 2.855
H -15.153 -3.128 -0.113
H -15.252 -1.562 0.749
H -12.678 -3.031 0.048
H -12.468 -1.389 1.884
H -13.105 -0.127 0.877
H -11.581 -0.872 0.442
H -14.177 -1.089 -1.448
H -13.410 -2.294 -2.154
C -16.771 -4.122 13.131
O -17.038 -4.691 11.868
C -16.645 -3.960 10.738
C -15.144 -3.770 10.547
N -14.547 -4.882 9.840
C -13.100 -5.004 9.886
C -12.591 -6.419 9.717
O -12.504 -6.925 8.402
C -13.758 -7.182 7.791
H -15.692 -4.000 13.283
H -17.174 -4.753 13.915
H -17.237 -3.125 13.140
H -17.035 -2.940 10.871
H -17.062 -4.494 9.888
H -14.604 -3.720 11.503
H -15.024 -2.841 9.989
H -15.009 -5.775 9.914
H -12.719 -4.646 10.864
H -12.659 -4.302 9.165
H -13.149 -7.084 10.389
H -11.528 -6.395 9.960
H -14.399 -6.299 7.807
H -14.247 -8.015 8.326
H -13.599 -7.584 6.795
C -4.465 -12.202 8.174
O -5.788 -12.246 7.651
C -6.465 -11.020 7.860
C -7.946 -11.171 7.568
N -8.640 -9.960 7.973
C -10.080 -10.055 7.670
C -10.443 -9.305 6.404
O -11.772 -9.579 6.061
C -12.187 -8.910 4.923
H -4.535 -11.959 9.237
H -3.782 -11.527 7.654
H -4.154 -13.235 8.028
H -5.968 -10.221 7.295
H -6.290 -10.710 8.905
H -8.265 -12.061 8.120
H -8.016 -11.318 6.491
H -8.558 -9.830 8.970
H -10.535 -9.599 8.554
H -10.465 -11.074 7.542
H -9.718 -9.680 5.647
H -10.162 -8.244 6.449
H -11.730 -7.929 4.715
H -13.241 -8.639 4.847
H -11.893 -9.439 4.004
C -19.049 -5.711 11.221
O -19.953 -6.743 11.035
C -21.003 -6.319 10.179
C -22.194 -7.231 10.396
N -22.813 -6.796 11.687
C -23.753 -7.795 12.209
C -24.325 -7.282 13.518
O -23.443 -7.658 14.568
C -23.756 -7.065 15.809
H -19.469 -4.831 11.744
H -18.659 -5.327 10.267
H -18.170 -5.840 11.863
H -20.656 -6.338 9.136
H -21.323 -5.299 10.415
H -21.959 -8.299 10.460
H -22.961 -6.909 9.693
H -22.030 -6.772 12.345
H -23.248 -8.752 12.389
H -24.549 -7.934 11.476
H -25.265 -7.821 13.730
H -24.500 -6.205 13.458
H -24.823 -7.224 15.989
H -23.524 -5.998 15.889
H -23.117 -7.580 16.522
C -18.330 -9.038 9.259
O -17.081 -9.408 8.688
C -16.237 -9.904 9.685
C -15.205 -10.856 9.085
N -14.131 -11.178 10.018
C -13.337 -12.310 9.659
C -13.821 -13.626 10.260
O -12.879 -14.674 10.255
C -11.706 -14.460 10.997
H -19.105 -9.231 8.516
H -18.318 -7.976 9.491
H -18.553 -9.666 10.121
H -16.824 -10.567 10.335
H -15.746 -9.118 10.262
H -14.797 -10.403 8.176
H -15.666 -11.770 8.685
H -14.525 -11.172 10.949
H -12.304 -12.131 9.975
H -13.181 -12.450 8.586
H -14.741 -13.970 9.783
H -14.121 -13.506 11.315
H -11.005 -13.841 10.411
H -11.189 -15.418 11.008
H -11.818 -13.990 11.977
C -19.053 -6.501 -0.272
C -19.832 -5.722 -1.324
C -19.217 -5.926 -2.713
O -21.179 -6.155 -1.446
H -17.969 -6.402 -0.334
H -19.240 -7.580 -0.366
H -19.364 -6.331 0.765
H -19.767 -4.663 -1.032
H -18.226 -5.486 -2.784
H -19.886 -5.476 -3.443
H -19.242 -7.006 -2.872
H -21.701 -5.886 -0.684
C -22.363 -5.745 5.818
C -23.157 -6.915 6.376
C -22.428 -8.137 6.883
O -23.786 -6.404 7.592
H -21.658 -6.122 5.075
H -21.829 -5.106 6.519
H -23.047 -5.095 5.269
H -23.959 -7.051 5.643
H -23.076 -8.838 7.407
H -21.522 -7.875 7.420
H -22.174 -8.772 6.013
H -24.714 -6.610 7.712
C -19.298 -14.204 1.587
C -19.425 -12.740 1.249
C -18.819 -11.834 2.321
O -18.796 -12.546 -0.063
H -18.267 -14.555 1.706
H -19.675 -14.893 0.831
H -19.800 -14.399 2.543
H -20.488 -12.478 1.149
H -17.839 -12.142 2.682
H -19.479 -11.967 3.189
H -18.840 -10.781 2.053
H -19.414 -11.992 -0.550

Force components x, y, z for each atom (eV/Å):
C -0.74 0.07 -0.03
O 0.13 -0.38 -0.41
C -0.75 0.53 -0.27
C 0.73 -0.48 0.93
C -0.60 0.29 -1.01
N -0.17 -0.76 -0.53
H 0.22 0.04 0.36
H -0.14 0.12 0.08
H 0.44 0.11 -0.22
H -0.04 -0.40 0.16
H 0.35 0.19 -0.10
H -0.03 0.43 0.05
H 0.42 -0.25 -0.15
H 0.07 0.21 0.36
H 0.14 -0.27 0.59
H 0.02 0.35 -0.06
H 0.02 -0.11 0.20
C -0.39 0.88 0.23
O -0.02 -0.01 0.07
C -0.29 0.93 -0.48
C 1.51 -0.43 -0.80
C 0.07 0.81 0.14
N -1.70 0.04 0.94
H 0.17 -0.11 0.28
H 0.16 -0.14 -0.56
H 0.12 -0.57 0.07
H -0.05 -0.11 0.21
H 0.29 -0.27 -0.04
H -0.10 -0.34 0.44
H -0.22 -0.70 -0.16
H 0.31 -0.18 -0.16
H -0.37 -0.08 0.25
H -0.10 -0.17 -0.08
H 0.63 0.35 -0.33
C -0.05 0.40 -0.02
O -0.05 0.34 -0.15
C -0.47 1.39 -0.54
C 0.69 -1.19 -0.67
C -0.98 0.84 0.34
N -0.35 -1.16 -0.07
H -0.17 0.35 0.12
H -0.09 -0.61 -0.01
H 0.36 -0.27 0.29
H 0.14 -0.26 -0.06
H -0.03 -0.21 0.31
H 0.29 0.00 0.47
H -0.15 -0.22 0.05
H 0.27 -0.04 0.01
H 0.26 -0.02 0.02
H 0.28 0.40 0.11
H -0.21 0.32 -0.20
C -0.32 0.34 -0.04
O -0.09 0.20 0.43
C 0.94 -0.50 -0.98
C 0.78 -0.03 -0.29
C 0.02 0.45 0.54
N -1.15 0.88 0.02
H 0.15 0.17 -0.01
H 0.02 -0.26 0.14
H -0.15 -0.25 0.01
H -0.34 -0.01 0.21
H -0.14 -0.01 0.20
H -0.17 -0.14 -0.05
H 0.02 -0.20 -0.06
H -0.13 -0.11 -0.25
H -0.01 -0.13 -0.07
H 0.41 0.24 -0.23
H 0.15 -0.64 0.54
C 0.42 0.95 -0.74
O 2.02 0.27 0.72
C 0.80 1.13 0.79
C 0.23 -1.22 0.03
N 0.07 -0.18 -0.97
C -0.36 0.80 0.26
C 0.97 0.21 -0.59
O -0.50 0.10 -0.38
C -0.06 -0.75 0.60
H -0.13 -0.03 0.17
H -0.19 -0.15 -0.08
H 0.05 -0.09 0.39
H -0.44 -0.12 -0.45
H -0.01 0.34 -0.18
H -0.32 0.69 0.20
H 0.32 0.09 -0.02
H -0.22 0.12 0.43
H -0.11 -0.20 0.01
H 0.11 -0.35 -0.14
H 0.06 -0.18 -0.05
H -0.11 -0.11 0.68
H 0.08 -0.07 -0.30
H -0.18 0.25 0.13
H 0.16 0.45 -0.15
C -0.95 -1.01 -0.17
O -0.01 0.62 -0.14
C 0.84 0.23 0.52
C 1.32 0.29 0.27
N -0.65 -0.58 -0.77
C -0.09 0.88 0.78
C 1.76 -0.32 -0.32
O -0.36 0.51 0.53
C 0.50 1.06 -2.12
H 0.36 0.04 0.08
H -0.16 0.19 -0.11
H 0.56 0.12 0.28
H -0.35 -0.02 -0.38
H -0.37 -0.12 0.11
H -0.30 -0.15 -0.25
H -0.48 -0.13 -0.02
H 0.23 -0.08 0.05
H -0.67 -0.10 -0.34
H 0.22 -0.12 0.26
H -0.51 -0.13 -0.17
H -0.71 0.07 0.35
H 0.37 0.01 0.84
H -0.25 -0.65 0.57
H -0.27 -0.42 0.10
C 0.17 0.89 0.45
O -0.50 -0.02 0.11
C -0.07 -0.94 -0.18
C -0.97 1.63 1.23
N 0.89 -0.66 0.13
C 0.41 0.81 0.02
C -0.44 -1.26 0.20
O 0.58 0.77 -0.33
C 0.04 -0.45 -0.26
H -0.59 -0.11 -0.32
H -0.28 -0.30 -0.01
H -1.25 -1.98 -0.58
H 0.00 0.00 -0.01
H 0.08 0.03 0.05
H 0.13 0.04 -0.63
H 0.23 -0.90 -0.65
H -0.29 0.12 0.07
H -0.25 -0.15 0.01
H -0.04 -0.04 0.02
H -0.13 0.41 -0.16
H 0.08 0.02 0.12
H 0.03 0.06 0.48
H -0.06 0.08 -0.38
H -0.29 -0.05 0.29
C -0.06 0.07 -0.80
O -0.18 -0.17 0.11
C 0.48 -1.57 -0.12
C 0.43 0.17 -0.99
N -0.94 1.28 -0.61
C 1.17 -0.71 0.60
C -0.24 -0.08 0.98
O -0.41 -0.31 -0.41
C 1.05 0.18 -1.30
H 0.00 0.12 -0.10
H -0.19 0.02 0.40
H -0.07 0.28 0.20
H -0.03 0.43 0.49
H 0.02 0.15 0.12
H 0.18 0.30 0.19
H -0.48 0.06 0.26
H 0.41 -0.52 0.21
H -0.04 -0.06 0.35
H -0.62 0.36 -0.16
H 0.22 -0.21 -0.33
H 0.08 0.55 -0.02
H -0.16 0.23 0.25
H -0.24 -0.11 0.62
H -0.36 -0.27 0.13
C -0.30 -1.24 0.53
C 0.86 0.25 0.06
C -0.90 -0.02 0.61
O -0.16 0.03 0.11
H -0.05 0.39 -0.07
H -0.01 0.11 -0.43
H 0.02 0.54 -0.14
H -0.30 0.00 -0.25
H 0.11 -0.22 -0.04
H 0.14 0.10 -0.12
H 0.43 0.04 -0.28
H 0.19 0.00 0.04
C 0.28 -0.19 -0.83
C -1.20 1.12 1.87
C 0.18 -1.12 -2.32
O 0.05 0.93 0.13
H 0.19 0.03 -0.02
H -0.02 -0.42 0.38
H -0.01 0.03 0.12
H 0.22 -0.88 0.06
H -0.12 0.52 0.61
H -0.09 -0.06 0.23
H 0.56 0.36 0.12
H -0.04 -0.30 -0.46
C 0.18 -0.78 0.60
C 0.72 0.12 -0.94
C -0.83 -0.60 0.47
O -0.60 0.15 0.76
H 0.12 0.57 0.10
H -0.47 0.38 -0.09
H 0.00 -0.09 -0.21
H 0.13 -0.10 0.02
H 0.22 0.10 -0.46
H 0.06 0.24 0.04
H 0.20 -0.01 -0.12
H 0.29 0.02 -0.16